C25H58ClN2O10PS as an isolated structure. Source: OMol25; level of theory: ωB97M-V/def2-TZVPD.

Geometry as XYZ:
```
98
C25H58ClN2O10PS | OMol25 | ωB97M-V/def2-TZVPD
C 0.390 0.259 -1.668
C -0.668 0.373 -2.823
C -1.113 -1.022 -3.327
Cl -2.368 -0.926 -4.645
C 0.029 -1.983 -3.668
C -0.030 -3.318 -3.047
C 0.906 -4.286 -3.220
C 2.075 -4.063 -4.037
N 3.073 -4.893 -4.285
S 4.097 -4.016 -5.231
N 3.269 -2.637 -5.346
C 2.127 -2.709 -4.652
C 1.116 -1.673 -4.487
P 1.357 -0.055 -5.357
O -0.071 0.484 -5.984
O 2.236 -0.479 -6.715
H 0.629 -0.787 -1.411
H 1.267 0.864 -1.949
H -0.009 0.709 -0.741
H -1.569 0.816 -2.351
H -0.372 1.069 -3.619
H -1.652 -1.482 -2.477
H -0.896 -3.545 -2.415
H 0.781 -5.252 -2.710
H 0.126 1.398 -6.266
H 3.066 0.013 -6.725
C -1.383 -2.413 2.188
C -0.575 -1.223 1.707
O -1.380 -0.368 0.897
H -1.774 -2.980 1.340
H -0.773 -3.077 2.805
H -2.242 -2.079 2.774
H 0.272 -1.553 1.103
H -0.191 -0.648 2.554
H -2.121 -0.071 1.437
C 4.847 1.259 -2.454
C 3.739 1.533 -3.454
O 2.803 2.467 -2.924
H 4.431 0.867 -1.524
H 5.563 0.537 -2.851
H 5.381 2.180 -2.203
H 3.193 0.616 -3.687
H 4.149 1.935 -4.388
H 3.280 3.280 -2.729
C -0.966 1.267 -9.690
C -1.387 2.615 -9.137
O -0.563 2.986 -8.033
H -1.030 0.501 -8.915
H -1.599 0.974 -10.529
H 0.073 1.295 -10.028
H -2.416 2.578 -8.781
H -1.316 3.390 -9.907
H 0.346 3.029 -8.351
C -1.543 1.665 6.115
C -0.316 0.872 5.708
O -0.072 1.004 4.307
H -2.422 1.325 5.563
H -1.734 1.562 7.183
H -1.410 2.724 5.884
H -0.459 -0.189 5.922
H 0.565 1.219 6.255
H 0.064 1.939 4.122
C -3.308 5.313 7.411
C -2.748 4.661 8.661
O -1.566 3.921 8.358
H -3.536 4.558 6.657
H -4.217 5.873 7.635
H -2.576 5.996 6.971
H -3.471 3.965 9.086
H -2.509 5.415 9.417
H -0.923 4.538 7.992
C -1.392 1.108 11.129
C -0.159 0.317 10.735
O 0.097 0.448 9.340
H -2.262 0.764 10.567
H -1.598 1.005 12.197
H -1.260 2.168 10.899
H -0.301 -0.743 10.946
H 0.719 0.665 11.290
H 0.232 1.384 9.156
C 2.882 -3.636 -9.151
C 4.286 -3.584 -9.719
O 4.887 -2.318 -9.457
H 2.265 -2.846 -9.582
H 2.412 -4.601 -9.354
H 2.899 -3.474 -8.071
H 4.269 -3.723 -10.800
H 4.911 -4.369 -9.280
H 4.911 -2.201 -8.501
C -3.790 -1.294 7.074
C -3.612 -2.137 5.824
O -3.126 -1.342 4.745
H -4.487 -0.476 6.886
H -4.169 -1.897 7.901
H -2.840 -0.844 7.376
H -4.564 -2.566 5.515
H -2.906 -2.954 6.007
H -2.279 -0.970 5.015
```

Properties
- frontier orbital gap (eV) = 7.203

Mulliken atomic charge list, values in e, 8 entries: number 1, C, carries -0.621; number 2, C, carries -0.630; number 3, C, carries -0.512; number 4, Cl, carries -0.208; number 5, C, carries -0.305; number 6, C, carries -0.878; number 7, C, carries -0.645; number 8, C, carries 0.418